(1)
Formula: C31H33FN6O4SV
Source: OMol25
Level of theory: wB97M-V/def2-TZVPD

Values from the calculation:
ΔE to the lowest compared entry with this formula, charge and spin	20.1	kcal per mole
frontier orbital gap (spin up / spin down)	7.221 / 7.931	eV
2S+1	3
total charge	+1
E_HOMO (spin up / spin down)	-11.5 / -11.5	eV

Last column: Löwdin spin population.
Positions of all 77 atoms, in Å:
V: 0.98 0.86 0.74  1.983
C: 0.49 4.29 -1.30  0.001
C: -0.32 3.42 -0.38  0.005
C: -1.50 2.80 -0.80  0.011
C: -1.93 2.89 -2.24  0.002
C: -2.31 2.13 0.14  0.002
C: -3.71 1.70 -0.25  0.000
C: -1.88 1.95 1.46  0.014
C: -2.77 1.21 2.42  0.002
C: -0.68 2.56 1.89  -0.006
C: -0.36 2.67 3.36  0.000
C: 0.10 3.30 0.97  -0.002
C: 1.25 4.16 1.42  0.003
H: 1.50 3.91 -1.40  0.000
H: 0.55 5.30 -0.90  0.000
H: 0.06 4.36 -2.30  0.000
H: -2.41 3.84 -2.47  0.001
H: -2.64 2.10 -2.50  0.000
H: -1.07 2.78 -2.91  0.000
H: -3.77 0.66 -0.58  0.000
H: -4.10 2.32 -1.05  0.000
H: -4.39 1.80 0.60  0.000
H: -3.51 1.88 2.87  0.001
H: -2.21 0.76 3.24  0.000
H: -3.31 0.41 1.93  0.000
H: 0.70 2.59 3.58  0.000
H: -0.88 1.93 3.96  0.000
H: -0.69 3.65 3.72  0.000
H: 0.94 5.21 1.45  0.001
H: 2.10 4.10 0.73  0.000
H: 1.61 3.91 2.41  0.000
S: 2.85 1.39 1.99  -0.040
C: 3.20 -0.23 2.35  0.002
N: 3.36 -1.34 2.60  -0.007
N: 0.61 -1.21 6.94  -0.001
C: 0.31 -1.29 5.83  0.000
C: -0.08 -1.37 4.45  -0.001
C: -0.95 -2.35 4.00  0.005
C: -1.29 -2.37 2.66  -0.001
C: -0.75 -1.41 1.83  0.004
N: 0.09 -0.45 2.26  -0.006
C: 0.42 -0.44 3.55  0.005
H: -1.35 -3.09 4.69  0.000
H: -1.95 -3.12 2.26  0.000
H: -0.96 -1.40 0.77  0.000
H: 1.12 0.31 3.87  0.000
F: 3.20 -4.89 -3.20  0.001
C: 2.84 -3.91 -2.39  0.002
C: 2.68 -2.66 -2.83  0.000
N: 2.27 -1.63 -2.00  0.004
C: 2.05 -0.30 -2.56  0.001
C: 2.48 0.78 -1.56  0.004
O: 3.63 1.00 -1.34  -0.006
O: 1.46 1.41 -0.98  -0.007
C: 2.00 -1.88 -0.70  0.004
O: 1.54 -1.02 0.08  0.018
N: 2.25 -3.12 -0.24  0.003
C: 2.62 -4.25 -0.98  0.000
O: 2.72 -5.34 -0.48  0.000
H: 2.85 -2.41 -3.87  0.000
H: 1.00 -0.19 -2.83  0.000
H: 2.67 -0.21 -3.45  0.000
H: 2.17 -3.25 0.77  0.000
N: -1.22 -0.63 -1.51  0.000
C: -0.96 -1.78 -2.29  0.000
C: -0.84 -3.03 -1.68  0.000
C: -0.51 -4.15 -2.43  0.000
C: -0.28 -4.04 -3.80  0.000
C: -0.40 -2.80 -4.41  0.000
C: -0.75 -1.68 -3.66  0.000
H: -1.35 0.20 -2.07  0.000
H: -2.01 -0.74 -0.89  0.000
H: -1.00 -3.13 -0.61  0.000
H: -0.42 -5.11 -1.94  0.000
H: -0.02 -4.92 -4.38  0.000
H: -0.25 -2.71 -5.47  0.000
H: -0.87 -0.72 -4.16  0.000

(2)
Formula: C5H11N2
Source: OMol25
Level of theory: wB97M-V/def2-TZVPD

Values from the calculation:
ΔE to the lowest compared entry with this formula, charge and spin	81.0	kcal per mole
frontier orbital gap (spin up / spin down)	8.384 / 8.383	eV
total charge	+1
E_HOMO (spin up / spin down)	-13.3 / -13.3	eV

Last column: natural (NBO) charge in e.
Positions of all 18 atoms, in Å:
C: -0.55 0.61 0.14  -0.584
C: -0.43 2.98 2.07  -0.464
C: 0.61 -1.07 -1.45  -0.303
C: 0.19 2.61 1.01  0.092
C: -0.20 -0.77 -0.21  0.404
N: -0.55 -1.80 0.50  -0.662
N: 0.81 -2.50 -1.56  -0.857
H: -1.36 0.66 0.86  0.221
H: -0.68 1.23 -0.73  0.243
H: -0.22 3.97 2.48  0.278
H: -1.16 2.41 2.62  0.257
H: 0.06 -0.67 -2.31  0.247
H: 1.54 -0.49 -1.38  0.238
H: 0.92 2.90 0.29  0.226
H: -1.08 -1.74 1.36  0.426
H: -0.30 -2.71 0.09  0.452
H: 1.75 -2.78 -1.29  0.389
H: 0.64 -2.84 -2.50  0.398

(3)
Formula: C7H13NO
Source: OMol25
Level of theory: wB97M-V/def2-TZVPD

Values from the calculation:
ΔE to the lowest compared entry with this formula, charge and spin	22.1	kcal per mole
structure (SMILES)	OC12CCN(CC1)CC2
frontier orbital gap	9.179	eV
E_HOMO	-8.2	eV

Last column: natural (NBO) charge in e.
Positions of all 22 atoms, in Å:
O: 1.86 -0.07 -1.64  -0.713
N: -1.09 0.00 1.01  -0.440
C: -1.68 -0.48 -0.29  -0.223
C: -0.52 1.36 0.93  -0.215
C: -0.09 -0.93 1.55  -0.221
C: -0.50 -0.53 -1.32  -0.451
C: 0.59 1.37 -0.14  -0.457
C: 1.07 -0.99 0.49  -0.450
C: 0.83 -0.04 -0.68  0.262
H: 1.77 0.72 -2.24  0.470
H: -2.10 -1.47 -0.22  0.203
H: -2.44 0.20 -0.63  0.199
H: -1.27 2.07 0.57  0.200
H: -0.11 1.64 1.88  0.200
H: -0.44 -1.96 1.75  0.206
H: 0.24 -0.52 2.51  0.199
H: -0.75 0.06 -2.20  0.197
H: -0.34 -1.56 -1.71  0.209
H: 1.44 1.77 0.35  0.210
H: 0.34 2.05 -0.96  0.192
H: 1.17 -2.00 0.03  0.211
H: 2.03 -0.71 0.95  0.213

(4)
Formula: C2H6NOS
Source: OMol25
Level of theory: wB97M-V/def2-TZVPD

Values from the calculation:
ΔE to the lowest compared entry with this formula, charge and spin	29.2	kcal per mole
frontier orbital gap	6.880	eV
total charge	-1
E_HOMO	-2.7	eV

Last column: natural (NBO) charge in e.
Positions of all 11 atoms, in Å:
C: 1.78 0.44 0.94  -0.758
S: 1.39 1.27 -0.68  -0.727
H: 1.71 1.15 1.75  0.184
H: 2.82 0.13 0.77  0.190
H: 1.34 -0.56 1.08  0.176
C: -1.48 -0.96 -1.00  0.507
N: -1.52 0.04 -0.09  -0.854
O: -2.43 -1.63 -1.37  -0.676
H: -0.62 -0.95 -1.69  0.142
H: -0.64 0.56 0.07  0.434
H: -2.35 0.51 0.22  0.381

- The highest ΔE to the lowest compared entry with this formula, charge and spin belongs to which entry?
  C5H11N2